[1]
ORCA calculation (ωB97M-V with the def2-TZVPD basis set) on a structure of composition C26H38BrCuNOP2 in a non-equilibrium geometry.

```
! RIJCOSX wB97M-V def2-TZVPD def2/J DEFGRID3
* xyz 2 2
C 0.2523 -4.1538 5.2547
C 1.2345 -3.9004 4.2331
C 2.4315 -4.6428 4.3189
C 2.6460 -5.5104 5.4311
N 1.7195 -5.6769 6.3854
C 0.5454 -5.0363 6.3117
C 1.0448 -2.8675 3.1558
C 0.4381 -1.8351 2.7453
C -0.1148 -0.4734 2.7079
C -1.4673 -0.0573 2.4174
C -1.8580 1.2726 2.5838
C -0.8616 2.2244 2.8657
C 0.3585 1.8469 3.3684
C 0.7668 0.5358 3.1963
Cu 1.5548 -0.8110 1.3029
P -2.7775 0.3850 -2.2459
H 3.2129 -4.5770 3.5329
H -0.7530 -3.6870 5.2550
H 3.5798 -6.0813 5.5170
H -0.1729 -5.2475 7.1080
H 1.7897 0.2736 3.4012
H -2.0870 -0.8529 1.9779
H 1.0538 2.5855 3.7030
H -2.8972 1.6006 2.5101
C -2.8262 1.6332 -3.6114
C -2.5465 1.2310 -5.0523
H -2.0335 2.3481 -3.3420
H -3.7454 2.2583 -3.5992
H -2.8188 1.9861 -5.7998
H -1.4915 1.0363 -5.2091
H -3.0733 0.3289 -5.3279
C -1.4731 -0.8767 -2.5105
C -1.7039 -2.2570 -1.9364
H -0.6090 -0.3968 -2.0350
H -1.2788 -1.0104 -3.5941
H -0.8312 -2.8772 -2.0811
H -1.8488 -2.2732 -0.8653
H -2.5066 -2.7808 -2.4242
C -4.3028 -0.4807 -1.7917
C -4.8025 -1.0801 -3.1134
H -5.0638 0.1603 -1.3204
H -4.0834 -1.2767 -1.0652
H -5.6868 -1.7362 -3.0194
H -5.0477 -0.2740 -3.8269
H -4.0073 -1.6797 -3.5917
Br -0.8953 3.9620 2.2168
P 2.2515 1.5468 -0.8245
C 1.4545 1.3065 -2.4655
C 2.1597 1.7600 -3.7782
H 0.5617 1.9559 -2.3499
H 1.2030 0.2416 -2.4554
H 1.9009 1.1460 -4.6569
H 1.8480 2.7758 -4.0535
H 3.2475 1.7099 -3.7512
C 1.5757 3.2464 -0.5778
C 2.7353 4.2681 -0.5064
H 0.9604 3.2187 0.3460
H 0.8912 3.5875 -1.3578
H 2.4347 5.3340 -0.3199
H 3.4150 4.0058 0.3247
H 3.3415 4.2221 -1.4323
C 3.0261 0.9874 0.7620
C 4.4608 0.5161 0.2464
H 2.7324 0.3126 1.7852
H 3.2130 2.0250 1.2024
H 5.0217 -0.0109 1.0382
H 4.3965 -0.1743 -0.6115
H 5.0403 1.3842 -0.0861
O -2.4564 2.1243 0.0815
C -2.3774 1.2526 -0.6968
*
```

- highest occupied orbital energy (alpha / beta) (eV) = -12.5 / -12.5
- orbital gap (alpha / beta) (eV) = 6.08 / 5.98
- <S²> = 0.7529

=====

[2]
ORCA calculation (ωB97M-V with the def2-TZVPD basis set) on an isolated molecule of C26H38BrN3O4S in a non-equilibrium geometry.

```
! RIJCOSX wB97M-V def2-TZVPD def2/J DEFGRID3
* xyz 0 1
C -2.0813 -1.2207 2.0201
H -1.7292 -0.7594 1.0992
H -1.2502 -1.3074 2.7152
H -2.4404 -2.2219 1.7936
C -3.1804 -0.3740 2.6624
N -4.2963 -0.0789 1.7984
S -4.2293 1.3561 0.9730
O -3.7799 2.3625 1.8905
O -5.4881 1.5298 0.3105
C -2.9638 1.1721 -0.2840
C -3.1732 0.3489 -1.3741
C -2.2042 0.2466 -2.3511
C -1.0051 0.9732 -2.2782
C -0.7805 1.7513 -1.1155
C -1.7733 1.8575 -0.1527
H -1.6248 2.4738 0.7205
N 0.4326 2.4388 -0.8960
C 1.6929 1.9352 -0.7713
O 2.6280 2.6907 -0.6057
C 1.8288 0.4279 -0.8123
H 2.5032 0.1617 -1.6288
H 0.8583 -0.0309 -0.9926
C 2.4082 -0.1238 0.5066
C 3.8892 0.2346 0.6530
C 4.4393 -0.3468 1.9543
C 3.6614 0.2156 3.1429
C 2.1866 -0.1596 3.0029
C 1.6333 0.4315 1.7064
H 1.7337 1.5178 1.7360
H 0.5711 0.1947 1.6060
C 2.0489 -1.6842 2.9798
C 2.8314 -2.2113 1.7909
C 4.3042 -1.8725 1.9288
H 4.7056 -2.3037 2.8490
H 4.8680 -2.2868 1.0896
C 2.2689 -1.6538 0.4954
H 2.8094 -2.0716 -0.3578
H 1.2162 -1.9340 0.3972
Br 2.6355 -4.2028 1.7424
H 2.4378 -2.1114 3.9071
H 0.9977 -1.9699 2.8931
H 1.6216 0.2368 3.8533
H 3.7655 1.3016 3.1706
H 4.0624 -0.1845 4.0769
H 5.4978 -0.0850 2.0504
H 4.0029 1.3187 0.6445
H 4.4504 -0.1652 -0.1953
H 0.3590 3.4240 -0.6717
N -0.0696 0.9017 -3.2817
C 0.6826 2.0721 -3.7058
H 0.2006 2.9780 -3.3353
C 0.7272 2.1311 -5.2321
H 1.2977 3.0041 -5.5573
O 1.3653 1.0049 -5.7977
C 1.1930 -0.1724 -5.0368
H 2.0308 -0.2893 -4.3333
C -0.1191 -0.1678 -4.2586
H -0.9518 -0.0509 -4.9675
H -0.2345 -1.1218 -3.7374
H 1.2156 -1.0053 -5.7440
H -0.2970 2.2192 -5.6254
H 1.7094 2.0417 -3.3207
H -2.3975 -0.3737 -3.2102
H -4.1078 -0.1794 -1.4683
C -5.0764 -1.1544 1.2332
C -5.8433 -1.9293 2.3004
H -6.4167 -1.2406 2.9141
H -6.5257 -2.6270 1.8224
H -5.1675 -2.4916 2.9398
H -5.7836 -0.6695 0.5590
H -4.4456 -1.8421 0.6520
H -2.7831 0.5982 2.9580
H -3.5529 -0.8770 3.5599
*
```

- energy relative to the best compared isomer or geometry (same formula, charge and spin) (kcal/mol) = 1.9
- highest occupied orbital energy (eV) = -8.4
- orbital gap (eV) = 8.77

=====

| no. | energy (a.u.) |
| --- | --- |
| 1 | -6039.81088 |
| 2 | -4451.01053 |